a | Molecular formula: C9H14
Method: DFT, ωB97M-V with the def2-TZVPD basis set

Structure (XYZ):
```
23
Properties=species:S:1:pos:R:3:mulliken_charge:R:1
C -0.98 2.70 -1.63 -0.770
C -0.67 2.74 -0.15 -0.769
H -0.90 1.75 -2.17 0.139
H -2.01 2.99 -1.76 0.287
H -0.23 3.23 -2.24 0.354
H -0.13 3.63 0.19 0.340
H 0.01 1.94 0.15 0.175
H -1.58 2.53 0.43 0.314
C -1.55 -0.31 -0.94 -1.705
C 1.93 -1.37 -0.03 -0.417
C 1.73 -1.48 1.37 -0.240
C 0.85 -1.06 -0.84 -0.299
C -0.35 -0.73 -0.22 1.031
C 0.47 -1.29 1.98 -0.541
C -0.57 -0.83 1.23 -0.165
H 2.91 -1.48 -0.42 0.450
H 2.55 -1.66 2.04 0.427
H 0.90 -1.06 -1.93 0.449
H 0.45 -1.48 3.05 0.391
H -1.96 0.56 -0.44 0.330
H -2.29 -1.13 -0.94 0.433
H -1.42 -0.35 1.70 0.387
H -1.50 -0.10 -2.01 0.400
```

The spin multiplicity is 2. As for the total charge: +1. The HOMO energy (alpha / beta) is -14.46 / -14.61 eV. The value obtained for the HOMO-LUMO gap (alpha / beta) is 10.1092 / 6.4538 eV.

b | Molecular formula: C9H14
Method: DFT, ωB97M-V with the def2-TZVPD basis set

Structure (XYZ):
```
23
Properties=species:S:1:pos:R:3:mulliken_charge:R:1
C 2.30 -2.43 1.89 -0.899
C 2.64 -1.04 0.92 -0.543
H 2.97 -2.33 2.76 0.282
H 1.34 -2.41 2.22 0.333
H 2.42 -3.37 1.33 0.292
H 2.61 -1.46 -0.06 0.218
H 1.90 -0.29 1.13 0.024
H 3.67 -0.59 1.24 0.306
C -0.84 1.04 1.42 -1.360
C -1.73 2.11 -0.73 -0.258
C -1.11 0.96 -0.10 0.957
C -1.70 2.11 -2.19 -0.427
C -1.18 -0.30 -0.71 -0.498
C -1.47 0.91 -2.85 -0.332
C -1.31 -0.23 -2.10 -0.136
H -2.23 2.81 -0.02 0.415
H -1.86 2.99 -2.77 0.432
H -0.67 2.07 1.73 0.471
H -0.26 0.09 1.81 0.191
H -0.97 -1.24 -0.25 0.447
H -1.70 0.74 -3.94 0.366
H -1.00 -1.17 -2.74 0.269
H -1.81 1.03 1.99 0.451
```

The spin multiplicity is 2. As for the total charge: +1. The HOMO energy (alpha / beta) is -13.93 / -13.93 eV. The value obtained for the HOMO-LUMO gap (alpha / beta) is 9.2164 / 5.7421 eV.

c | Molecular formula: C9H14
Method: DFT, ωB97M-V with the def2-TZVPD basis set

Structure (XYZ):
```
23
Properties=species:S:1:pos:R:3:mulliken_charge:R:1
C 0.99 -0.89 -1.84 -1.434
C -0.59 0.96 -1.13 -0.270
C -0.24 -0.43 -1.15 0.952
C -1.87 1.32 -0.86 -0.491
C -2.80 0.32 -0.43 -0.261
C -1.18 -1.43 -0.76 -0.463
C -2.41 -1.03 -0.30 -0.412
H 0.19 1.68 -1.35 0.436
H -2.19 2.35 -0.91 0.411
H 1.60 -1.50 -1.17 0.386
H 1.58 -0.10 -2.28 0.392
H -3.80 0.67 -0.19 0.408
H -1.04 -2.50 -0.82 0.435
H -3.07 -1.73 0.20 0.439
H 0.57 -1.55 -2.61 0.451
C 2.00 -0.20 1.65 -0.621
C 1.51 1.11 2.26 -0.848
H 3.01 -0.39 2.01 0.385
H 1.38 -1.07 1.85 0.271
H 2.20 -0.03 0.58 0.033
H 0.92 0.97 3.16 0.284
H 0.89 1.72 1.60 0.204
H 2.35 1.76 2.50 0.313
```

The spin multiplicity is 2. As for the total charge: +1. The HOMO energy (alpha / beta) is -14.66 / -14.65 eV. The value obtained for the HOMO-LUMO gap (alpha / beta) is 10.2778 / 6.4997 eV.

Relative energy table, unit kcal/mol: a 8.2; b 49.1; c 0.0